[1]
A molecular structure, C48H120Cl3FeO32P8, computed with ωB97M-V/def2-TZVPD.

XYZ file:
```
212
C48H120Cl3FeO32P8, DFT ωB97M-V/def2-TZVPD
Fe -0.516 1.854 -0.678
Cl -0.350 -0.509 -0.331
Cl 0.087 2.027 -3.077
Cl -2.839 2.037 -0.868
C 1.493 -2.474 -3.432
C 1.720 -1.196 -4.145
O 2.889 -1.475 -4.963
P 4.383 -1.022 -4.451
O 4.709 -1.671 -3.138
O 5.353 -1.325 -5.746
C 6.739 -1.202 -5.707
C 7.323 0.177 -5.984
O 4.140 0.598 -4.371
C 3.822 1.171 -5.634
C 3.808 2.679 -5.665
H 1.275 -3.287 -4.124
H 2.304 -2.772 -2.767
H 0.643 -2.345 -2.762
H 0.823 -1.049 -4.747
H 1.853 -0.322 -3.507
H 7.101 -1.559 -4.743
H 7.148 -1.812 -6.513
H 8.236 0.323 -5.406
H 7.455 0.439 -7.034
H 6.643 0.883 -5.506
H 4.417 0.756 -6.447
H 2.809 0.824 -5.840
H 3.343 3.044 -6.581
H 3.182 3.084 -4.869
H 4.763 3.199 -5.592
C 2.390 -2.575 1.277
C 3.233 -1.397 1.782
O 3.349 -1.610 3.203
P 4.718 -2.206 3.867
O 5.898 -1.278 3.810
O 4.252 -2.598 5.446
C 3.028 -3.285 5.600
C 2.978 -4.013 6.937
O 4.966 -3.641 3.169
C 6.213 -4.265 3.340
C 6.505 -4.787 4.742
H 2.955 -3.503 1.362
H 1.459 -2.518 1.840
H 2.230 -2.468 0.204
H 4.206 -1.463 1.296
H 2.775 -0.438 1.537
H 2.167 -2.637 5.433
H 2.847 -4.094 4.892
H 2.756 -3.225 7.657
H 2.106 -4.659 7.032
H 3.858 -4.587 7.229
H 6.364 -5.122 2.684
H 7.045 -3.572 3.206
H 6.883 -4.048 5.448
H 5.710 -5.405 5.159
H 7.333 -5.497 4.736
C -3.723 -2.159 -2.345
C -3.731 -1.199 -3.482
O -4.405 -1.818 -4.534
P -5.191 -0.882 -5.622
O -5.891 0.315 -5.093
O -6.139 -1.970 -6.328
C -7.403 -2.429 -5.772
C -8.530 -1.489 -6.255
O -3.955 -0.547 -6.647
C -4.163 -0.121 -8.042
C -5.184 0.979 -8.213
H -3.164 -1.840 -1.466
H -4.743 -2.432 -2.073
H -3.209 -3.069 -2.656
H -4.296 -0.290 -3.280
H -2.704 -0.875 -3.652
H -7.491 -3.455 -6.128
H -7.369 -2.374 -4.684
H -8.312 -0.439 -6.060
H -8.741 -1.542 -7.323
H -9.480 -1.798 -5.819
H -3.195 0.174 -8.447
H -4.502 -0.982 -8.618
H -6.137 0.743 -7.741
H -4.877 1.891 -7.701
H -5.513 1.304 -9.200
C -3.264 -3.292 1.074
C -4.723 -3.196 1.383
O -4.971 -1.921 2.007
P -6.476 -1.411 2.125
O -7.389 -2.507 2.573
O -6.405 -0.026 3.020
C -7.654 0.495 3.569
C -7.958 1.748 2.722
O -6.791 -0.964 0.571
C -5.947 0.072 -0.006
C -6.772 0.826 -1.051
H -2.679 -3.344 1.992
H -3.110 -4.142 0.409
H -3.068 -2.389 0.497
H -5.301 -3.206 0.459
H -5.047 -4.049 1.980
H -8.461 -0.237 3.548
H -7.464 0.889 4.567
H -7.061 2.364 2.654
H -8.031 1.425 1.683
H -8.797 2.338 3.091
H -5.608 0.757 0.772
H -5.002 -0.337 -0.361
H -7.636 1.320 -0.607
H -6.187 1.607 -1.537
H -7.218 0.135 -1.767
C -0.733 -1.137 3.483
C 0.219 0.128 3.419
O -0.625 1.197 3.794
P -0.847 2.438 2.752
O -0.717 2.120 1.307
O -2.281 3.032 3.144
C -3.418 2.184 3.344
C -3.420 1.911 4.833
O 0.143 3.601 3.262
C 0.215 3.976 4.659
C -0.782 5.070 5.043
H -1.451 -1.075 2.666
H -0.192 -2.061 3.283
H -1.263 -1.197 4.434
H 1.159 -0.004 3.956
H 0.629 0.244 2.416
H -4.319 2.768 3.158
H -3.454 1.249 2.786
H -4.219 1.236 5.140
H -2.518 1.362 5.105
H -3.311 2.834 5.401
H 0.156 3.120 5.331
H 1.153 4.513 4.796
H -0.769 5.957 4.411
H -1.779 4.653 5.186
H -0.577 5.456 6.042
C 3.322 -7.740 2.088
C 2.956 -6.289 1.828
O 1.900 -6.036 0.875
P 0.357 -6.335 1.344
O 0.186 -7.694 1.853
O -0.081 -5.101 2.365
C -0.555 -5.320 3.740
C 0.452 -6.028 4.636
O -0.431 -5.905 0.007
C -0.299 -4.604 -0.537
C -1.035 -4.745 -1.862
H 4.222 -7.779 2.701
H 2.537 -8.192 2.695
H 3.613 -8.323 1.214
H 2.669 -5.724 2.714
H 3.872 -5.907 1.377
H -0.754 -4.360 4.216
H -1.528 -5.795 3.613
H 0.644 -7.076 4.406
H 1.401 -5.493 4.604
H 0.151 -6.021 5.684
H -0.712 -3.908 0.193
H 0.730 -4.369 -0.809
H -2.109 -4.860 -1.715
H -0.980 -3.723 -2.238
H -0.767 -5.596 -2.488
C 4.703 1.816 3.046
C 3.696 2.909 2.962
O 2.561 2.522 2.178
P 2.726 2.457 0.576
O 1.434 2.203 -0.166
O 3.878 1.358 0.282
C 3.982 0.662 -0.935
C 5.436 0.616 -1.291
O 3.373 3.862 0.142
C 4.010 4.131 -1.129
C 4.469 5.598 -1.230
H 5.239 1.778 2.098
H 5.465 1.989 3.807
H 4.282 0.834 3.261
H 3.328 3.167 3.955
H 4.111 3.780 2.455
H 3.609 -0.362 -0.926
H 3.387 1.176 -1.690
H 5.679 0.561 -2.352
H 5.847 1.595 -1.042
H 5.923 -0.120 -0.652
H 4.852 3.442 -1.204
H 3.379 3.837 -1.968
H 5.180 5.902 -0.461
H 4.952 5.618 -2.207
H 3.584 6.229 -1.312
C 1.968 6.395 2.544
C 1.498 6.802 1.128
O 1.271 5.555 0.425
P -0.134 5.346 -0.366
O -0.366 3.909 -0.689
O -1.250 6.008 0.582
C -2.560 6.202 0.050
C -3.474 6.813 1.095
O -0.024 6.331 -1.638
C 0.847 5.958 -2.717
C -0.056 5.825 -3.925
H 1.146 6.125 3.206
H 2.659 5.558 2.438
H 2.450 7.238 3.038
H 0.582 7.389 1.188
H 2.351 7.343 0.720
H -2.610 6.807 -0.856
H -3.022 5.274 -0.290
H -3.403 7.894 0.969
H -4.528 6.573 0.952
H -3.236 6.449 2.094
H 1.634 6.699 -2.857
H 1.441 5.048 -2.631
H 0.516 5.603 -4.826
H -0.831 5.061 -3.875
H -0.626 6.745 -4.057
```

## Properties
Net charge = 0
Highest occupied orbital energy (spin up / spin down) = -8.96 / -8.77 eV
HOMO-LUMO gap (spin up / spin down) = 9.249 / 8.117 eV
2S+1 = 6
<S²> = 8.758

These are the Löwdin partial charges, in e, on atoms 1 to 6:
1 Fe 0.2787
2 Cl -0.0139
3 Cl -0.0988
4 Cl -0.0199
5 C -0.0954
6 C -0.2611


[2]
A molecular structure, C48H120F4N10O24S4Sn, computed with ωB97M-V/def2-TZVPD.

XYZ file:
```
211
C48H120F4N10O24S4Sn, DFT ωB97M-V/def2-TZVPD
Sn 0.912 5.205 2.606
N -3.990 5.378 4.584
S -5.066 4.559 5.199
O -6.055 3.924 4.341
O -5.478 4.913 6.569
F -4.148 3.299 5.529
S -4.984 6.760 4.540
O -4.673 7.781 5.570
O -6.335 6.769 3.972
F -4.182 7.474 3.319
N 1.202 0.368 0.948
S 1.227 0.063 -0.675
O 0.182 0.713 -1.422
O 1.790 -1.192 -1.186
F 2.419 1.160 -1.055
S 0.299 -0.807 1.209
O 0.948 -2.148 1.364
O -1.069 -0.729 0.648
F 0.031 -0.453 2.746
C -3.734 11.799 -3.529
O -2.474 12.251 -3.049
C -1.491 11.245 -2.706
C -1.778 10.427 -1.471
N -0.978 9.187 -1.367
C -1.145 8.218 -2.449
C -2.434 7.406 -2.257
O -2.502 6.558 -1.122
C -3.684 5.764 -1.058
H -4.449 12.620 -3.460
H -4.137 10.958 -2.964
H -3.665 11.583 -4.595
H -0.534 11.757 -2.611
H -1.340 10.603 -3.574
H -2.834 10.160 -1.524
H -1.676 11.083 -0.607
H -0.028 9.529 -1.391
H -0.250 7.605 -2.338
H -0.991 8.640 -3.442
H -2.613 6.852 -3.178
H -3.342 8.001 -2.354
H -3.576 5.088 -0.210
H -3.915 5.210 -1.968
H -4.561 6.388 -0.882
C -7.680 -0.872 -1.882
O -8.787 -0.024 -2.317
C -10.004 -0.371 -1.753
C -10.180 0.110 -0.300
N -11.521 -0.196 0.205
C -11.689 0.088 1.611
C -13.090 -0.334 2.094
O -13.401 -1.659 1.882
C -14.765 -1.916 2.070
H -7.470 -0.758 -0.818
H -6.766 -0.783 -2.469
H -8.032 -1.902 -1.944
H -10.183 -1.441 -1.851
H -10.800 0.115 -2.317
H -9.932 1.166 -0.193
H -9.468 -0.417 0.336
H -11.599 -1.201 0.142
H -11.557 1.118 1.942
H -11.019 -0.554 2.182
H -13.676 0.325 1.453
H -13.307 0.016 3.104
H -14.930 -2.844 1.523
H -15.427 -1.199 1.585
H -15.079 -1.969 3.113
C -1.906 -3.650 9.135
O -3.179 -3.159 9.419
C -3.354 -2.939 10.834
C -4.755 -2.416 11.060
N -5.017 -2.357 12.559
C -6.372 -1.782 12.819
C -6.617 -1.400 14.283
O -5.472 -0.585 14.658
C -5.338 -0.393 16.050
H -1.849 -3.991 8.102
H -1.609 -4.448 9.815
H -1.109 -2.921 9.284
H -2.672 -2.179 11.215
H -3.178 -3.835 11.429
H -5.542 -2.956 10.534
H -4.814 -1.368 10.768
H -4.310 -1.768 12.974
H -7.156 -2.479 12.523
H -6.452 -0.856 12.248
H -6.487 -2.287 14.903
H -7.537 -0.880 14.550
H -4.449 0.223 16.183
H -5.249 -1.343 16.579
H -6.257 0.112 16.349
C 8.138 3.767 0.791
O 8.320 2.681 1.710
C 7.155 1.937 2.230
C 6.135 2.943 2.852
N 5.086 2.315 3.741
C 5.559 1.959 5.063
C 4.394 1.263 5.800
O 3.562 2.261 6.383
C 2.385 1.670 6.934
H 7.699 3.369 -0.124
H 9.076 4.238 0.500
H 7.575 4.561 1.282
H 7.669 1.252 2.904
H 6.666 1.357 1.448
H 5.614 3.389 2.006
H 6.636 3.639 3.525
H 4.517 1.629 3.265
H 5.882 2.848 5.604
H 6.409 1.281 4.987
H 4.765 0.594 6.576
H 3.762 0.792 5.047
H 1.736 2.533 7.081
H 2.673 1.077 7.802
H 1.833 1.042 6.235
C 11.646 -4.453 7.008
O 10.296 -4.841 6.754
C 9.784 -4.212 5.628
C 8.391 -4.694 5.270
N 7.942 -4.247 3.928
C 6.518 -4.541 3.631
C 6.266 -6.038 3.299
O 6.326 -6.821 4.473
C 6.017 -8.180 4.276
H 11.697 -3.372 7.144
H 12.266 -4.592 6.123
H 12.167 -4.959 7.820
H 10.462 -4.389 4.794
H 9.675 -3.151 5.854
H 7.792 -4.285 6.084
H 8.331 -5.771 5.424
H 8.526 -4.659 3.215
H 6.359 -3.981 2.709
H 5.786 -4.228 4.375
H 7.037 -6.419 2.630
H 5.252 -6.112 2.908
H 6.789 -8.565 3.609
H 5.001 -8.173 3.881
H 6.003 -8.661 5.254
C 6.792 2.358 -7.521
O 7.472 2.301 -8.759
C 6.609 2.207 -9.807
C 7.477 2.126 -11.088
N 7.877 3.471 -11.536
C 8.724 4.311 -10.632
C 10.025 3.593 -10.264
O 10.800 4.445 -9.384
C 11.823 5.148 -10.049
H 6.370 1.399 -7.219
H 6.049 3.147 -7.404
H 7.488 2.456 -6.688
H 5.978 3.094 -9.854
H 6.058 1.268 -9.852
H 7.031 1.648 -11.960
H 8.346 1.478 -10.972
H 7.033 4.012 -11.660
H 8.163 4.476 -9.712
H 8.820 5.301 -11.078
H 10.567 3.105 -11.073
H 9.830 2.706 -9.661
H 11.376 5.649 -10.908
H 12.575 4.463 -10.441
H 12.311 5.826 -9.350
C 5.819 -8.181 -4.768
O 4.485 -8.541 -4.688
C 3.666 -7.707 -3.802
C 2.189 -8.214 -3.803
N 2.128 -9.702 -3.697
C 2.533 -10.086 -2.374
C 2.471 -11.575 -2.037
O 3.673 -12.101 -2.530
C 4.093 -13.307 -1.888
H 5.969 -7.250 -5.316
H 6.367 -8.898 -5.379
H 6.205 -8.148 -3.750
H 3.875 -6.695 -4.149
H 4.039 -7.594 -2.784
H 1.722 -7.927 -4.746
H 1.584 -7.620 -3.119
H 2.827 -10.007 -4.360
H 2.074 -9.474 -1.598
H 3.568 -9.746 -2.360
H 1.539 -12.054 -2.339
H 2.281 -11.701 -0.971
H 4.861 -13.799 -2.486
H 3.295 -14.031 -1.722
H 4.490 -13.077 -0.900
C -10.030 3.018 -8.358
O -8.641 2.820 -8.616
C -8.284 1.444 -8.623
C -6.787 1.364 -8.975
N -5.982 1.573 -7.796
C -4.518 1.359 -7.949
C -4.202 -0.033 -8.525
O -2.776 -0.332 -8.697
C -2.108 -0.661 -7.494
H -10.322 4.060 -8.228
H -10.354 2.463 -7.478
H -10.614 2.510 -9.126
H -8.813 0.914 -9.415
H -8.501 0.911 -7.697
H -6.527 2.098 -9.737
H -6.629 0.379 -9.413
H -6.346 1.303 -6.893
H -4.006 1.639 -7.029
H -4.138 2.193 -8.540
H -4.641 -0.183 -9.511
H -4.717 -0.827 -7.983
H -2.342 0.022 -6.677
H -1.053 -0.804 -7.729
H -2.454 -1.645 -7.179
```

## Properties
Net charge = 0
Highest occupied orbital energy = -8.40 eV
HOMO-LUMO gap = 0.984 eV

These are the Löwdin partial charges, in e, on atoms 1 to 6:
1 Sn 1.3488
2 N -0.2359
3 S 0.3906
4 O -0.2533
5 O -0.2592
6 F -0.2063


Which formula does entry 1 have? C48H120Cl3FeO32P8


What is the formula in the second record? C48H120F4N10O24S4Sn


Which value of net charge does entry 1 give? 0